C11H16ClO2RuTi as an isolated structure, computed with ωB97M-V with the def2-TZVPD basis set.

Each line ends with the Mulliken charge.
Element x y z (Å)
1 Ru 0.35 -0.72 -3.23  0.2011
2 Cl 1.62 -2.56 -2.49  -0.5698
3 C 1.73 0.57 -3.88  -0.9614
4 C -0.77 -1.35 -4.78  -0.9910
5 H 1.56 0.92 -4.92  0.2523
6 H 1.64 1.42 -3.17  0.1943
7 H 2.71 0.08 -3.80  0.2315
8 H -0.71 -0.71 -5.69  0.2629
9 H -1.81 -1.32 -4.36  0.2069
10 H -0.49 -2.39 -5.02  0.2384
11 Ti -0.33 -0.56 -0.77  0.9576
12 C -2.06 -1.57 -0.30  -1.1045
13 C -0.91 0.75 -2.18  -1.0024
14 H -2.85 -1.09 -0.90  0.2271
15 H -1.88 -2.60 -0.70  0.2865
16 H -2.34 -1.62 0.76  0.3076
17 H -1.90 0.52 -2.64  0.1539
18 H -0.51 1.72 -2.53  0.4189
19 O 0.76 -0.89 0.90  -0.7670
20 C 0.34 0.23 1.39  1.2952
21 O -0.39 0.93 0.59  -0.7200
22 C 0.57 0.62 2.78  0.0893
23 C -0.12 1.74 3.24  -0.3887
24 C -0.13 2.00 4.61  -0.4751
25 C 0.54 1.15 5.49  -0.3679
26 C 1.27 0.05 5.00  -0.4578
27 C 1.28 -0.23 3.63  -0.3932
28 H -0.64 2.37 2.53  0.3974
29 H -0.68 2.87 4.97  0.3509
30 H 0.51 1.34 6.56  0.3626
31 H 1.81 -0.59 5.70  0.3523
32 H 1.83 -1.08 3.23  0.4120

Calculated values
<S²> = 12.014
E_HOMO (alpha / beta) = -2.07 / -4.27 eV
multiplicity = 7
energy relative to the best compared isomer or geometry (same formula, charge and spin) = 0.0 kcal per mole
E_tot = -53977.27561 eV
charge = -1

=====

C46H53BiF5GeO9S2 as an isolated structure, computed with ωB97M-V with the def2-TZVPD basis set.

Each line ends with the Mulliken charge.
Element x y z (Å)
1 Bi -0.74 -0.03 0.30  1.5917
2 C 0.26 2.79 -2.55  -0.6964
3 O 0.38 1.39 -2.35  0.6984
4 C 1.75 1.00 -2.38  0.1946
5 C 2.45 1.25 -1.07  0.0297
6 O 2.19 0.14 -0.20  0.7076
7 C 3.04 0.10 0.93  -0.7877
8 C 2.69 1.12 1.98  1.2840
9 O 1.65 0.58 2.78  0.0157
10 C 1.22 1.47 3.78  -0.6837
11 H 0.68 3.07 -3.52  0.2194
12 H -0.80 3.03 -2.53  0.0003
13 H 0.75 3.34 -1.74  0.2084
14 H 1.77 -0.07 -2.60  -1.0643
15 H 2.26 1.53 -3.19  0.6333
16 H 3.54 1.34 -1.22  0.4724
17 H 2.07 2.17 -0.60  -0.3256
18 H 2.90 -0.89 1.36  -0.6390
19 H 4.09 0.20 0.61  0.4823
20 H 3.58 1.33 2.60  0.5083
21 H 2.36 2.05 1.52  -1.3303
22 H 0.37 1.01 4.28  0.1088
23 H 2.02 1.64 4.51  0.3227
24 H 0.91 2.43 3.35  0.0679
25 C -6.31 -4.28 -0.11  -0.7420
26 O -6.49 -3.53 1.08  -0.5014
27 C -5.53 -2.63 1.39  1.0970
28 C -5.76 -1.89 2.56  -1.4050
29 C -4.82 -0.97 2.94  -1.3160
30 C -3.63 -0.74 2.22  0.7075
31 C -2.67 0.18 2.79  1.1537
32 C -2.98 0.92 4.06  -2.3537
33 O -1.54 0.42 2.33  -0.1503
34 C -3.42 -1.48 1.02  -0.2231
35 O -2.40 -1.38 0.20  0.7055
36 C -4.40 -2.43 0.64  -0.1964
37 H -7.18 -4.91 -0.21  0.2915
38 H -5.41 -4.90 -0.06  0.3134
39 H -6.24 -3.62 -0.98  0.3023
40 H -6.66 -2.06 3.14  0.4294
41 H -4.99 -0.42 3.85  0.4314
42 H -3.92 1.47 3.97  0.4811
43 H -2.18 1.63 4.24  0.2904
44 H -3.06 0.23 4.90  0.4292
45 H -4.21 -2.98 -0.27  0.0111
46 O -0.04 -1.89 -1.44  -1.4325
47 S 1.07 -2.85 -1.15  0.9742
48 C 1.47 -3.57 -2.77  -1.0937
49 C 1.76 -2.52 -3.80  0.2335
50 C 0.71 -1.81 -4.37  -0.0729
51 C 0.96 -0.81 -5.30  -0.4935
52 C 2.26 -0.52 -5.67  -0.5123
53 C 3.32 -1.22 -5.10  -0.6528
54 C 3.06 -2.22 -4.17  -0.1715
55 C 0.32 -4.34 -0.43  -0.7439
56 C -0.76 -4.96 -1.27  -0.4270
57 C -0.58 -6.22 -1.83  -0.0530
58 C -1.56 -6.79 -2.63  -0.7551
59 C -2.73 -6.09 -2.90  -0.5729
60 C -2.91 -4.83 -2.34  -1.0495
61 C -1.95 -4.27 -1.52  1.1291
62 H 0.62 -4.18 -3.07  0.3227
63 H 2.34 -4.21 -2.59  0.5667
64 H -0.31 -2.02 -4.05  0.1665
65 H 0.13 -0.25 -5.71  0.4126
66 H 2.46 0.27 -6.38  0.3910
67 H 4.34 -0.99 -5.38  0.3749
68 H 3.89 -2.76 -3.72  0.3658
69 H -0.04 -3.99 0.53  -0.0641
70 H 1.14 -5.03 -0.26  0.7012
71 H 0.33 -6.77 -1.63  0.3852
72 H -1.41 -7.77 -3.06  0.3755
73 H -3.49 -6.52 -3.53  0.3937
74 H -3.82 -4.27 -2.55  0.5152
75 H -2.09 -3.28 -1.09  -0.0439
76 C 0.38 5.57 3.16  -1.4522
77 Ge 1.15 4.79 1.49  0.4289
78 C 1.06 6.26 0.17  -1.4447
79 C 3.08 4.64 1.95  -1.3062
80 C 0.42 3.23 0.73  0.7618
81 H 0.71 6.59 3.33  0.3994
82 H 0.67 4.97 4.02  0.3882
83 H -0.71 5.55 3.09  0.3880
84 H 1.37 7.21 0.61  0.4032
85 H 0.05 6.36 -0.22  0.3753
86 H 1.72 6.04 -0.68  0.3707
87 H 3.53 5.63 2.07  0.4971
88 H 3.62 4.12 1.15  0.3115
89 H 3.24 4.09 2.88  0.3498
90 H 0.24 2.43 1.48  -0.9210
91 H -0.55 3.47 0.29  0.1445
92 F -4.09 2.49 -5.72  -0.3385
93 C -3.80 2.34 -4.42  0.6952
94 C -4.03 3.37 -3.53  0.1474
95 F -4.54 4.53 -3.98  -0.3309
96 C -3.73 3.21 -2.19  0.4094
97 F -3.97 4.25 -1.38  -0.3483
98 C -3.20 2.03 -1.68  0.5878
99 S -2.81 1.85 0.01  -0.5018
100 C -2.98 1.01 -2.61  -0.4131
101 F -2.44 -0.15 -2.22  -0.0341
102 C -3.27 1.15 -3.96  -0.3415
103 F -3.03 0.15 -4.81  -0.3617
104 O -1.15 -2.38 3.03  -0.7495
105 C -0.04 -2.40 2.51  -0.1983
106 O 0.35 -1.72 1.48  0.4045
107 C 1.00 -3.37 3.04  0.8264
108 C 2.27 -3.43 2.49  0.5802
109 C 3.20 -4.34 2.98  -1.3066
110 C 2.86 -5.19 4.02  -0.3957
111 C 1.58 -5.13 4.57  -0.6182
112 C 0.66 -4.22 4.08  -0.9113
113 H 2.52 -2.76 1.67  -0.0969
114 H 4.19 -4.38 2.55  0.4101
115 H 3.58 -5.90 4.40  0.3935
116 H 1.31 -5.80 5.38  0.3956
117 H -0.34 -4.16 4.49  0.4587

Calculated values
E_HOMO = -3.08 eV
multiplicity = 1
energy relative to the best compared isomer or geometry (same formula, charge and spin) = 44.9 kcal per mole
E_tot = -164602.45262 eV
charge = -1

=====

One molecule with the formula C4H4F2N2, computed with ωB97M-V with the def2-TZVPD basis set.

Each line ends with the Mulliken charge.
Element x y z (Å)
1 N -0.12 2.31 2.20  -0.4450
2 C -0.49 1.56 1.40  0.0248
3 C -1.05 0.69 0.41  -0.5491
4 C -0.24 -0.14 -0.28  0.6247
5 N -0.62 -1.01 -1.23  -0.4577
6 C 1.19 -0.32 0.17  0.2363
7 F 1.31 -1.58 0.75  -0.2554
8 F 1.97 -0.39 -0.95  -0.2788
9 H -2.12 0.77 0.17  0.3264
10 H -1.48 -0.85 -1.76  0.2475
11 H 0.07 -1.52 -1.72  0.2136
12 H 1.58 0.48 0.84  0.3129

Calculated values
E_HOMO = -9.25 eV
multiplicity = 1
energy relative to the best compared isomer or geometry (same formula, charge and spin) = 8.0 kcal per mole
E_tot = -12627.36950 eV
SMILES = N#C/C=C(/N)C(F)F

=====

An isolated ion of composition C9H20N3 and charge +1, computed with ωB97M-V with the def2-TZVPD basis set.

Each line ends with the Mulliken charge.
Element x y z (Å)
1 C 2.33 0.03 1.92  -1.1565
2 C 1.19 0.09 1.29  0.5047
3 C -0.04 -0.61 1.71  -0.8894
4 N -0.96 -0.97 0.66  0.1609
5 C -2.06 -1.70 1.21  -0.9657
6 C -1.30 0.08 -0.34  0.1254
7 C -2.29 -0.30 -1.44  -1.2269
8 C 0.06 0.32 -0.99  -0.7490
9 C 0.82 -1.03 -1.38  -1.3938
10 N 0.94 1.09 -0.05  0.5304
11 C 2.18 1.43 -0.77  -0.9603
12 N 0.29 2.17 0.50  -0.7026
13 H 3.27 0.56 1.68  0.2627
14 H 2.24 -0.52 2.78  0.3676
15 H 0.12 -1.43 2.46  0.6189
16 H -0.48 0.27 2.20  0.4620
17 H -2.14 -1.43 2.24  0.3932
18 H -3.07 -1.45 0.66  0.2801
19 H -1.93 -2.77 1.02  0.2976
20 H -1.61 1.00 0.21  0.4069
21 H -3.27 -0.55 -1.14  0.5057
22 H -1.78 -1.09 -2.05  0.2092
23 H -2.46 0.62 -2.01  0.3645
24 H -0.03 0.93 -1.84  0.6636
25 H 1.50 -0.84 -2.26  0.4321
26 H 0.14 -1.74 -1.81  0.4386
27 H 1.28 -1.45 -0.54  0.3296
28 H 2.04 2.22 -1.53  0.3412
29 H 2.80 1.88 -0.12  0.4893
30 H 2.75 0.49 -1.09  0.3670
31 H 0.86 2.71 1.11  0.2544
32 H -0.26 2.63 -0.18  0.2386

Calculated values
E_HOMO = -11.82 eV
multiplicity = 1
energy relative to the best compared isomer or geometry (same formula, charge and spin) = 75.9 kcal per mole
E_tot = -14117.63191 eV
SMILES = C=C1CN(C)[C@H](C)[C@H](C)[N@@+]1(C)N
charge = +1

=====

A 7-piece molecular cluster, C22H40Br2F3N7O19S2 overall, computed with ωB97M-V with the def2-TZVPD basis set.

Each line ends with the Mulliken charge.
Element x y z (Å)
1 C -3.65 -0.61 1.60  -0.9382
2 C -2.83 -0.61 0.57  -0.7939
3 C -1.37 -1.13 0.62  1.0549
4 N -1.36 -2.38 -0.15  0.2424
5 C -2.35 -3.38 0.27  -0.6408
6 C -1.91 -4.79 -0.22  -0.4255
7 C -2.08 -4.86 -1.78  -1.0374
8 C -0.38 -0.15 -0.14  -0.1936
9 C -0.31 -0.41 -1.63  -0.6263
10 Br -1.90 -0.48 -2.74  -0.1412
11 C 0.84 -0.61 -2.27  0.4395
12 C 0.94 -0.92 -3.77  -1.1237
13 Br 2.54 -0.53 -1.33  -0.1691
14 O -0.85 1.20 0.14  -0.4426
15 S -0.63 1.59 1.70  1.9663
16 O -1.84 2.26 2.08  -0.7421
17 O 0.47 2.51 1.89  -0.7619
18 C -0.44 0.10 2.76  -1.4832
19 S -1.21 0.34 4.42  1.2809
20 O -2.53 -0.20 4.50  -0.6058
21 O -1.10 1.69 4.85  -0.6348
22 C -0.08 -0.62 5.57  0.7261
23 F -0.33 -0.17 6.78  -0.2093
24 F 1.21 -0.36 5.32  -0.2343
25 F -0.30 -1.92 5.53  -0.2064
26 C -0.84 -1.26 2.08  0.1294
27 C 0.41 -2.21 2.20  -1.5862
28 O 0.02 -3.59 2.18  -0.1818
29 C 0.89 -4.38 2.91  0.7276
30 C 2.43 -4.20 2.81  -1.0325
31 O 0.48 -5.19 3.64  -0.5458
32 H -3.58 -1.33 2.43  0.1913
33 H -4.47 0.11 1.70  0.2924
34 H -3.24 -0.24 -0.38  0.3155
35 H -0.42 -2.78 -0.24  0.3552
36 H -3.32 -3.20 -0.23  0.5259
37 H -2.57 -3.36 1.35  0.1618
38 H -0.89 -5.04 0.11  0.1116
39 H -2.67 -5.48 0.19  0.4151
40 H -2.49 -5.83 -2.09  0.3528
41 H -1.11 -4.67 -2.27  0.2221
42 H -2.80 -4.11 -2.14  0.2806
43 H 0.60 -0.29 0.34  0.5297
44 H 0.80 -2.00 -3.91  0.2485
45 H 0.28 -0.29 -4.38  0.3062
46 H 1.98 -0.70 -4.07  0.4165
47 H 0.65 0.05 2.98  0.7381
48 H -1.60 -1.73 2.73  1.0744
49 H 1.09 -2.04 1.33  0.1830
50 H 0.91 -2.01 3.16  0.5259
51 H 2.82 -4.39 1.80  0.3550
52 H 2.91 -4.83 3.58  0.3534
53 H 2.69 -3.16 3.08  0.2907
54 C 2.94 -2.77 6.25  -0.7996
55 N 4.16 -3.63 6.19  0.9534
56 O 5.14 -3.17 5.63  -0.5353
57 O 4.08 -4.72 6.71  -0.5443
58 H 3.15 -1.83 5.76  0.3445
59 H 2.14 -3.31 5.75  0.1829
60 H 2.71 -2.61 7.30  0.3744
61 C 1.72 4.56 -0.49  -0.6533
62 N 1.69 4.99 -1.91  0.8625
63 O 0.91 5.87 -2.22  -0.4312
64 O 2.45 4.42 -2.67  -0.5404
65 H 0.99 5.14 0.07  0.3215
66 H 1.47 3.50 -0.46  0.0973
67 H 2.72 4.73 -0.11  0.3564
68 C -1.16 8.23 -2.48  -0.6826
69 N -1.90 9.36 -3.12  0.9181
70 O -1.51 9.72 -4.22  -0.5344
71 O -2.83 9.83 -2.51  -0.5518
72 H -0.36 7.91 -3.13  0.2765
73 H -0.77 8.60 -1.53  0.2793
74 H -1.88 7.43 -2.32  0.2953
75 C -0.14 -9.17 -2.54  -0.7571
76 N -1.04 -7.99 -2.52  0.8139
77 O -1.57 -7.68 -3.57  -0.5056
78 O -1.17 -7.41 -1.46  -0.4587
79 H -0.11 -9.58 -3.54  0.3035
80 H 0.85 -8.84 -2.23  0.2911
81 H -0.54 -9.90 -1.83  0.2872
82 C 3.70 8.48 -3.96  -0.7441
83 N 3.20 8.46 -2.56  0.8840
84 O 2.16 9.03 -2.33  -0.5015
85 O 3.88 7.86 -1.75  -0.5240
86 H 3.00 9.04 -4.57  0.3119
87 H 4.68 8.95 -3.96  0.2956
88 H 3.77 7.44 -4.30  0.2822
89 C -1.87 3.69 -4.18  -0.7615
90 N -2.18 2.33 -4.69  0.8764
91 O -1.24 1.61 -4.99  -0.4991
92 O -3.35 2.02 -4.76  -0.5258
93 H -0.79 3.82 -4.17  0.2814
94 H -2.34 4.41 -4.85  0.3158
95 H -2.28 3.77 -3.17  0.2886

Calculated values
E_HOMO = -9.38 eV
multiplicity = 1
E_tot = -242681.98220 eV
SMILES = C=C[C@@]1(NCCC)[C@@H](/C(Br)=C(/C)Br)OS(=O)(=O)[C@@H](S(=O)(=O)C(F)(F)F)[C@@H]1COC(C)=O.C[N+](=O)[O-].C[N+](=O)[O-].C[N+](=O)[O-].C[N+](=O)[O-].C[N+](=O)[O-].C[N+](=O)[O-]

=====

C24H22Br2IN3ORuS4 as an isolated structure, computed with ωB97M-V with the def2-TZVPD basis set.

Each line ends with the Mulliken charge.
Element x y z (Å)
1 Ru -0.20 -0.66 0.81  0.2872
2 C -3.35 -0.39 -3.05  -0.8166
3 N -3.37 -1.33 -1.93  0.1701
4 C -3.95 -2.58 -1.96  -0.7103
5 C -3.73 -3.16 -0.76  -0.3609
6 N -3.03 -2.24 0.01  0.5557
7 C -2.79 -1.13 -0.74  0.2072
8 S -1.89 0.27 -0.32  -0.2453
9 C -2.72 -2.44 1.39  0.7297
10 C -3.49 -3.33 2.11  -0.9825
11 C -3.18 -3.55 3.43  -0.7009
12 C -2.14 -2.83 4.00  -0.7893
13 C -1.43 -1.93 3.23  0.8654
14 N -1.71 -1.75 1.92  0.4154
15 H -4.27 -0.52 -3.62  0.3562
16 H -2.48 -0.58 -3.68  0.2816
17 H -3.30 0.62 -2.67  0.3343
18 H -4.44 -2.96 -2.84  0.4899
19 H -3.98 -4.14 -0.41  0.4583
20 H -4.34 -3.83 1.65  0.4487
21 H -3.75 -4.25 4.02  0.4365
22 H -1.87 -2.96 5.04  0.4327
23 H 0.66 -1.48 3.45  0.1440
24 Br 3.42 -0.91 2.78  -0.1254
25 C 3.59 0.98 3.15  0.0438
26 Br 1.88 1.83 3.36  -0.0886
27 H 4.09 1.43 2.31  -0.1907
28 H 4.14 1.10 4.08  0.4596
29 O 1.15 0.48 0.30  -0.2552
30 C 1.48 1.30 -0.84  3.2988
31 C 1.59 0.54 -2.15  -1.0140
32 C 2.60 0.69 -3.07  -0.2493
33 C 2.39 -0.04 -4.27  -0.9763
34 C 1.21 -0.72 -4.25  -0.4916
35 S 0.36 -0.49 -2.79  0.2941
36 C 2.85 1.87 -0.50  -0.1875
37 C 3.95 1.15 -0.18  -1.0409
38 C 5.09 1.96 0.04  -0.7834
39 C 4.82 3.29 -0.12  -0.5037
40 S 3.18 3.55 -0.54  -0.1043
41 C 0.43 2.39 -0.92  -0.9214
42 C -0.11 3.07 0.14  -0.0405
43 C -1.06 4.04 -0.27  -0.7401
44 C -1.20 4.09 -1.62  -0.6081
45 S -0.20 2.96 -2.41  -0.0972
46 H 3.47 1.30 -2.88  0.5349
47 H 3.08 -0.05 -5.09  0.4445
48 H 0.82 -1.37 -5.01  0.4475
49 H 3.95 0.07 -0.12  0.5988
50 H 6.07 1.59 0.30  0.4541
51 H 5.49 4.12 -0.02  0.4687
52 H 0.18 2.88 1.16  0.3719
53 H -1.60 4.69 0.42  0.4443
54 H -1.84 4.74 -2.19  0.4829
55 I 0.46 -2.98 -0.13  -0.2754
56 C -0.31 -1.13 3.82  -1.2850
57 H -0.30 -1.22 4.90  0.4259
58 H -0.41 -0.07 3.56  0.2013

Calculated values
<S²> = 0.774
E_HOMO (alpha / beta) = -10.90 / -10.85 eV
multiplicity = 2
energy relative to the best compared isomer or geometry (same formula, charge and spin) = 0.0 kcal per mole
E_tot = -225866.01869 eV
charge = +1

=====

A 2-piece molecular cluster, C4H14N3 overall, computed with ωB97M-V with the def2-TZVPD basis set.

Each line ends with the Mulliken charge.
Element x y z (Å)
1 C 0.01 1.25 1.42  -0.9698
2 C 0.75 -1.17 1.01  0.6060
3 N 1.03 0.16 1.23  -0.1617
4 N -0.22 -1.81 1.64  -0.3593
5 N 1.71 -1.96 0.38  -0.4144
6 H 1.78 0.59 0.62  0.3096
7 H -1.07 -1.28 2.04  0.2668
8 H -0.45 -2.76 1.86  0.2162
9 H 2.27 -1.50 -0.32  0.2198
10 H 1.83 -2.97 0.58  0.2269
11 H -0.40 1.44 2.45  0.3390
12 H -0.74 1.33 0.60  0.2970
13 H 0.61 2.14 1.30  0.4110
14 C -0.78 1.58 -1.85  -0.8084
15 C -0.93 0.05 -1.80  -0.4935
16 H -0.88 1.99 -0.82  0.2601
17 H 0.19 1.91 -2.34  0.2236
18 H -1.71 1.97 -2.38  0.2941
19 H -1.95 -0.14 -2.39  0.2875
20 H -0.12 -0.48 -2.37  0.2160
21 H -0.92 -0.33 -0.85  0.0335

Calculated values
E_HOMO = -14.66 eV
multiplicity = 1
energy relative to the best compared isomer or geometry (same formula, charge and spin) = 44.0 kcal per mole
E_tot = -8838.11500 eV
charge = +1

=====

A 2-piece molecular cluster, C9H13NO overall, computed with ωB97M-V with the def2-TZVPD basis set.

Each line ends with the Mulliken charge.
Element x y z (Å)
1 C 1.27 0.29 -1.65  -1.1591
2 C 0.42 1.41 -1.09  0.8224
3 C 0.94 2.42 -0.26  -0.4185
4 C 0.18 3.55 0.03  -0.4023
5 C -1.15 3.62 -0.33  -0.4229
6 C -1.72 2.55 -1.02  -0.4821
7 C -0.93 1.50 -1.47  -0.3743
8 H 1.03 -0.64 -1.14  0.0696
9 H 2.29 0.62 -1.43  0.3738
10 H 1.27 0.19 -2.72  0.3539
11 H 1.96 2.28 0.12  0.3068
12 H 0.68 4.37 0.54  0.3281
13 H -1.80 4.42 0.01  0.3515
14 H -2.73 2.65 -1.37  0.3415
15 H -1.48 0.71 -1.99  0.2826
16 C 0.12 -3.99 2.47  -0.9602
17 C -0.12 -2.75 1.58  0.6633
18 N -0.12 -2.94 0.23  -0.3583
19 O -0.08 -1.62 2.02  -0.6086
20 H -0.53 -4.81 2.18  0.3529
21 H -0.32 -3.80 3.45  0.2831
22 H 1.17 -4.20 2.40  0.2569
23 H -0.28 -2.06 -0.24  0.2256
24 H -0.07 -3.77 -0.32  0.1745

Calculated values
E_HOMO = -8.91 eV
multiplicity = 1
energy relative to the best compared isomer or geometry (same formula, charge and spin) = 14.2 kcal per mole
E_tot = -13081.45438 eV
SMILES = Cc1ccccc1.CC(N)=O

=====

> multiplicity of number 8 (C9H13NO)?

1